DFT (ωB97M-V with the def2-TZVPD basis set) results for a cluster of 13 separate species, C46H118BN10O20 in total at a distorted geometry.

Structure (ORCA input):
```
! RIJCOSX wB97M-V def2-TZVPD def2/J DEFGRID3
* xyz -2 2
O -0.17468 4.44161 -3.84550
O -0.55473 0.05043 -2.84213
O -1.96381 -0.20820 3.66329
O 2.27557 -1.52352 4.12378
O -2.39457 -4.74692 2.86169
O 2.23304 0.60175 -6.47092
O -1.12355 -4.74881 -2.77251
O 2.47192 2.88061 3.55941
O -1.98351 -1.34374 -7.90038
O 2.11292 0.49646 -1.64153
O -0.92035 2.08365 1.22654
O -1.25911 0.61763 -0.75580
O 0.84861 0.72072 0.24084
O -1.53553 2.76504 3.30298
O 3.64882 -3.24740 -3.56543
O -1.08630 -0.27261 1.50739
O -5.37043 0.86819 1.13571
O 5.74359 3.22414 -1.91697
O -1.72166 6.70695 0.96167
O -3.19868 -2.12320 9.18536
N 6.77319 -2.23519 -5.33020
N 7.00525 2.71895 -5.29889
N -3.60624 2.16310 -0.61177
N 2.78040 5.85042 5.87076
N -5.57159 -2.04174 7.49660
N -2.07621 1.40500 -7.91710
N -5.17260 -7.25313 2.49806
N -1.13613 4.91845 -1.07978
N -2.49297 -3.33998 0.40072
N 2.61170 0.94751 5.89585
C -5.86615 0.11180 2.18428
C 0.31217 5.15591 -1.38494
C 6.28501 -4.27024 -4.11380
C 2.00329 -1.96070 2.80559
C -1.53982 -3.37257 -0.68532
C 5.71604 -3.11373 -4.95013
C 0.71472 4.36185 -2.71295
C -2.01997 -2.83460 8.65269
C 1.18474 4.77622 -0.19944
C -2.15773 -3.60037 3.62850
C 2.49661 -2.49226 -3.19436
C 1.66592 -0.12416 6.08883
C -4.08248 0.52158 -2.40906
C -1.41787 0.70554 -6.82970
C -4.29352 -1.45588 7.07794
C -2.48253 0.61717 -5.74858
C 4.35749 3.11181 -1.80462
C 6.19384 2.42019 -4.22481
C 4.69331 -2.38610 -4.05124
C 0.69952 4.71643 5.35200
C -3.53109 -1.02661 8.35671
C 1.29027 -0.62895 4.66772
C 0.54251 0.46243 6.90611
C -4.52981 1.18920 -1.07183
C 1.04952 0.49212 -1.03102
C -0.34515 0.34338 -1.67287
C 6.34698 3.53056 -3.19074
C -4.53806 -0.30532 6.01028
C -1.30107 1.90226 2.48346
C -1.49485 0.30737 2.62625
C 0.17919 3.69465 -5.03051
C 6.66282 1.15856 -3.60287
C -1.59421 5.97460 2.21333
C -1.97852 -4.55200 -1.59022
C -0.88571 -0.64330 -7.29111
C -0.15225 -3.48353 -0.08581
C -3.10622 -7.20782 1.21182
C 2.47623 1.04063 -5.10976
C 2.90503 4.20518 4.03809
C -1.56888 -2.58736 -8.43947
C -4.77494 0.14493 0.00968
C -3.76124 -6.91852 2.56349
C -3.68428 -5.42335 2.95179
C -1.29569 -3.68160 -3.72096
C 3.06362 2.50055 2.28329
C 2.23422 4.58593 5.36073
B -0.56380 0.78344 0.58454
H 5.45696 -4.97250 -4.01741
H 2.40895 -1.27627 2.06054
H 7.73349 1.17599 -3.39925
H -0.02414 -0.53119 -7.94932
H -2.38758 -3.14082 -8.89937
H -0.53684 -3.84555 -4.48606
H -0.00707 2.62758 -4.90905
H -5.30517 -8.25263 2.43872
H 0.90766 0.60747 7.92284
H -1.42446 1.47462 -8.68553
H -3.97037 1.32727 -3.13460
H -3.55660 0.07077 5.72146
H -0.57604 1.24424 -6.39472
H -6.16556 0.76821 3.00134
H -5.28901 -2.65166 8.25043
H 0.30651 5.52038 4.72967
H -1.55882 6.68126 3.04246
H -2.25778 -3.69814 -4.23305
H 6.10861 0.77525 -2.74612
H 1.82585 -2.40505 -4.04910
H 2.16643 6.15838 6.61124
H 6.61632 -3.91631 -3.13754
H 2.74611 4.99715 3.30623
H -3.37691 -7.51669 3.38967
H -1.18167 -2.19732 8.37121
H 2.98452 0.21345 -4.61429
H -0.77332 -2.43924 -9.16971
H -3.85408 2.19987 0.36666
H -0.46230 4.14027 -5.79078
H -3.76340 -2.27932 6.59940
H -5.06960 -0.56119 2.50161
H -2.44771 -4.14603 1.00763
H 4.00492 4.01225 -2.30761
H 7.55037 -2.65857 -5.81684
H -0.54820 -1.18817 -6.40946
H -1.61549 -2.47370 -1.29720
H 0.40895 4.81152 6.39825
H -2.33559 -2.50537 0.94731
H 2.17260 -0.34016 -6.64631
H 2.59590 3.05788 1.47167
H -1.09141 -2.70121 -3.29060
H 0.47956 6.21849 -1.56095
H 7.01866 1.87728 -5.85702
H 6.34153 -1.49834 -5.86949
H 1.68823 4.72503 -3.04230
H -3.66615 -6.74506 0.39914
H -1.64041 5.06149 -1.94311
H 3.03869 0.54250 5.07503
H -2.03791 -7.00402 1.28436
H 0.33308 1.40682 6.40375
H 3.06053 1.95986 -5.06850
H -1.19748 -3.21686 3.28361
H 2.68605 -1.46983 -2.86752
H 2.40187 -2.93412 2.51973
H 7.14034 -4.74901 -4.59056
H -3.46304 0.25645 -6.05935
H 1.24449 3.78964 -5.24079
H 2.09404 1.71549 5.49293
H 1.53938 1.21273 -4.57985
H 1.17372 0.20839 3.97970
H -2.74719 1.62860 -5.44025
H 2.10359 -0.90074 6.71609
H -0.00971 -4.34354 0.56854
H 3.95276 4.14721 4.33305
H -2.72346 0.68673 -8.20907
H 5.13505 2.47530 -4.47785
H 1.06648 5.56309 0.54550
H -0.33632 -0.18091 6.94946
H 6.65914 0.24775 -4.20163
H 0.26830 -1.00632 4.70327
H -1.64278 6.03545 0.28016
H 0.92070 -2.01439 2.69056
H 6.67579 3.46576 -5.89373
H 5.20739 -1.86089 -3.24628
H -2.99999 -4.38560 -1.93230
H -1.97721 -5.45109 -0.97399
H -2.36351 -3.37583 7.77113
H 1.89591 -2.96979 -2.42026
H -4.10353 -0.35534 8.99687
H 2.21750 4.59053 -0.49445
H 0.12616 -2.59003 0.47299
H -1.34772 3.95443 -0.86530
H -4.10467 -5.28717 3.94820
H 0.72422 3.30435 -2.44895
H -0.64667 5.43626 2.19214
H -4.81287 -0.21545 -2.74287
H -5.02127 0.56242 6.45933
H -1.23026 -3.31914 -7.70603
H -5.58110 -7.06316 3.40202
H -2.67717 1.76972 -0.56539
H -6.66993 -0.50513 1.78249
H -3.08399 0.09666 -2.30631
H -3.83433 -0.31910 0.30637
H 4.20632 -1.62333 -4.65880
H -2.87466 -2.80244 3.43511
H 2.92968 1.42333 2.18445
H -4.28004 -4.79717 2.28767
H 2.78904 6.52320 5.11750
H 2.55405 3.86917 6.11707
H 5.18053 -3.45499 -5.83606
H 7.42122 3.63145 -3.03603
H 4.14576 2.62012 2.33599
H -5.49462 1.65001 -1.28371
H -2.14907 0.00796 -4.90847
H -5.42304 -0.57638 -0.48810
H 4.03209 3.16202 -0.76554
H -2.38592 5.27516 2.48176
H -4.97660 -0.65016 5.07386
H 0.93826 3.86650 0.34807
H -6.16624 -1.36222 7.94911
H 5.79237 4.36874 -3.61258
H 0.55208 -3.67322 -0.89577
H -2.42559 -3.88259 4.64669
H -3.06508 -8.27984 1.01894
H 3.92320 2.23027 -2.27619
H -2.74284 -0.36228 8.00257
H 0.26020 3.91982 4.75159
H -1.70012 -3.54889 9.41135
*
```

Summary:
HOMO-LUMO gap (spin up / spin down), eV: 2.7 / 6.8
E_tot, eV: -106141.031
E_LUMO (spin up / spin down), hartree: 0.1283 / 0.1283

Atom charges from the Mulliken analysis, given in e for atoms 1 to 4:
1. O -0.46
2. O -0.68
3. O -0.52
4. O -0.55